14
Properties=species:S:1:pos:R:3:forces:R:3:lowdin_charge:R:1 method="wB97M-V/def2-TZVPD" orbital_gap_ev=10.691 smiles="C=N.NCN" lumo_energy_ha=0.03829 e_above_lowest_ev=1.532
H 3.04442 1.15085 0.92730 -0.22 0.07 0.66 0.053
H 4.18231 0.83933 -0.05793 0.17 -0.63 -0.19 0.061
C 2.77983 -0.67126 0.13605 0.31 -0.26 -0.37 -0.382
H 2.16762 -0.23459 -0.65514 -0.18 -0.55 -0.28 0.100
H -5.68584 2.10702 0.70219 -0.10 -0.30 0.39 0.055
H 2.12073 -1.04900 0.91502 -0.04 0.35 0.23 0.098
C -5.77187 1.15347 0.17816 -0.36 0.42 -0.53 -0.151
H -5.02044 0.38733 0.36700 0.13 0.02 -0.03 0.058
H 4.31974 -1.89090 0.32146 0.09 -0.31 -0.19 0.061
H -6.55908 0.21996 -1.25214 -0.36 -0.29 0.30 0.032
N 3.54484 -1.83166 -0.33435 -0.32 0.81 0.12 -0.012
N -6.69934 1.05501 -0.68256 0.70 0.15 -0.13 0.007
N 3.64869 0.37726 0.67894 -0.04 0.63 0.08 -0.028
H 3.92839 -1.61283 -1.24402 0.23 -0.11 -0.06 0.050

7
Properties=species:S:1:pos:R:3:forces:R:3:lowdin_charge:R:1 method="wB97M-V/def2-TZVPD" orbital_gap_ev="5.977 / 6.146" lumo_energy_ha="-0.08911 / -0.08153" e_above_lowest_ev=0.796
P -1.20926 -0.67019 0.26034 -0.28 1.00 0.09 0.089
S -1.76137 1.16282 -1.04106 0.93 -0.34 0.42 0.082
H 1.53399 -1.06540 0.61552 -0.13 0.41 0.19 0.014
C 0.57506 0.64516 0.43471 1.73 -1.64 -0.82 -0.816
S -0.48755 -2.16203 -0.65737 -0.27 -0.49 -0.33 0.103
P -0.27183 2.15745 0.01567 -0.15 -0.98 0.38 0.503
N 1.62095 -0.06780 0.37218 -1.82 2.05 0.06 0.026

12
Properties=species:S:1:pos:R:3:forces:R:3:lowdin_charge:R:1 method="wB97M-V/def2-TZVPD" orbital_gap_ev=6.680 charge=+1 lumo_energy_ha=-0.20112 e_above_lowest_ev=1.732
I -0.29862 1.29687 -0.91596 0.75 0.03 0.47 1.050
I -1.56692 -2.27737 -1.10426 0.62 -0.18 0.97 0.832
H -4.43129 -1.40466 -1.52352 0.22 -0.70 -0.68 -0.435
C 1.51551 1.54150 0.03351 -0.69 0.65 -0.39 -0.565
C -0.71644 -1.89981 0.71209 -1.31 -0.53 -3.15 -0.795
N 2.65250 1.39588 -0.57747 -1.46 0.86 3.00 0.132
H 2.65221 0.94302 -1.44958 0.72 -0.41 -1.47 0.110
I -4.95232 -0.33103 -0.52290 -0.45 0.86 0.70 0.425
H 3.44296 1.72680 -0.02502 0.48 -0.55 -0.82 0.158
H 0.28023 -1.42516 2.67800 -0.18 0.05 -1.40 0.057
H 1.49373 1.96967 1.05975 0.17 -0.42 -0.80 0.099
C -0.07154 -1.53571 1.63535 1.12 0.35 3.57 -0.067